w | A 2-piece molecular cluster, C2H5NOS overall. Source: the Open Molecules 2025 dataset; level of theory: ωB97M-V/def2-TZVPD.

Each line ends with the Löwdin charge.
Element x y z (Å)
C1 -1.44 -0.62 1.00  -0.17
C2 -0.60 0.40 -0.03  -0.21
H1 -4.00 -0.82 1.25  0.30
H2 -0.80 -1.39 1.14  0.05
H3 -1.75 -0.06 1.79  0.04
H4 -0.86 1.36 -0.64  0.14
H5 3.07 -0.13 -0.30  -0.19
N1 0.56 -0.11 0.02  -0.38
O1 -2.55 -1.02 0.00  -0.24
S1 2.07 0.70 -0.57  0.66

Summary:
Gap between HOMO and LUMO   6.8 eV
LUMO energy   -2.26 eV

x | A 2-piece molecular cluster, C2H5NOS overall. Source: the Open Molecules 2025 dataset; level of theory: ωB97M-V/def2-TZVPD.

Each line ends with the Löwdin charge.
Element x y z (Å)
C1 -0.35 0.47 0.02  -0.37
C2 0.70 1.45 0.10  -0.18
N1 0.61 -2.04 0.16  0.10
O1 -2.47 -0.96 -0.06  -0.58
S1 -1.95 0.40 -0.01  0.88
H1 1.51 1.07 0.74  0.09
H2 1.12 1.66 -0.89  0.08
H3 0.33 2.38 0.53  0.09
H4 -0.35 -2.37 0.23  -0.06
H5 0.86 -2.05 -0.83  -0.04

Summary:
Gap between HOMO and LUMO (alpha / beta)   7.2 / 7.2 eV
LUMO energy (alpha / beta)   -2.01 / -2.01 eV

y | The molecule C2H5NOS. Source: the Open Molecules 2025 dataset; level of theory: ωB97M-V/def2-TZVPD.

Each line ends with the Löwdin charge.
Element x y z (Å)
C1 -0.38 -0.47 -1.06  -0.03
N1 0.26 0.11 0.14  -0.29
O1 1.44 0.85 -0.04  -0.02
C2 -0.30 0.36 1.30  -0.67
S1 -1.77 -0.25 1.78  0.56
H1 -1.39 -0.56 -0.67  0.02
H2 -0.44 0.18 -1.92  0.09
H3 -0.01 -1.53 -1.22  0.11
H4 2.19 0.23 -0.06  0.13
H5 0.42 1.08 1.75  0.10

Summary:
Gap between HOMO and LUMO   9.0 eV
LUMO energy   0.53 eV
Structure (SMILES)   CN(O)C=S

z | C2H5NOS as an isolated structure. Source: the Open Molecules 2025 dataset; level of theory: ωB97M-V/def2-TZVPD.

Each line ends with the Löwdin charge.
Element x y z (Å)
C1 0.23 0.26 -0.47  -0.37
C2 -0.08 -0.90 0.67  -0.85
H1 0.75 2.04 0.41  0.13
H2 -0.97 1.78 0.28  0.12
H3 1.50 0.17 -0.57  0.18
H4 -0.26 -0.35 -1.57  0.16
H5 -0.66 -1.90 -0.91  0.17
N1 -0.02 1.58 -0.21  -0.07
O1 -0.25 -2.12 0.08  -0.09
S1 -0.25 -0.56 2.30  0.63

Summary:
Gap between HOMO and LUMO   8.9 eV
LUMO energy   0.01 eV

Tell me which of them is the most stable. Sure, it is y.

w | The molecule C2H5NOS. Source: the Open Molecules 2025 dataset; level of theory: ωB97M-V/def2-TZVPD.

Each line ends with the Löwdin charge.
Element x y z (Å)
O1 1.95 0.62 0.22  -0.06
C1 1.21 -0.48 -0.23  -0.27
C2 -0.16 -0.40 0.51  -0.21
N1 -1.13 0.10 -0.17  -0.46
S1 -2.77 0.03 0.11  0.70
H1 1.42 1.39 -0.03  0.09
H2 1.88 -1.43 -0.14  0.14
H3 1.02 -0.59 -1.28  0.09
H4 -0.15 -0.38 1.61  0.11
H5 -3.26 1.13 -0.59  -0.13

Summary:
Gap between HOMO and LUMO   9.0 eV
LUMO energy   0.54 eV
Structure (SMILES)   OC/C=N/S

x | The molecule C2H5NOS. Source: the Open Molecules 2025 dataset; level of theory: ωB97M-V/def2-TZVPD.

Each line ends with the Löwdin charge.
Element x y z (Å)
C1 0.61 -0.96 -0.34  -0.13
C2 -0.25 -0.10 0.54  -0.32
N1 -1.12 0.89 -0.21  -0.41
O1 -0.34 1.75 -0.99  -0.49
S1 -0.96 2.52 0.34  0.86
H1 0.12 -1.82 -0.88  0.09
H2 1.49 -1.49 0.26  0.12
H3 1.06 -0.37 -1.07  0.03
H4 0.47 0.36 1.28  0.10
H5 -1.08 -0.78 1.07  0.15

Summary:
Gap between HOMO and LUMO   9.0 eV
LUMO energy   -0.11 eV
Structure (SMILES)   CCn1os1

Tell me which of them is the most stable. Sure, it is w.

w | A 2-piece molecular cluster, C2H8N2O2 overall. Source: the Open Molecules 2025 dataset; level of theory: ωB97M-V/def2-TZVPD.

Each line ends with the Löwdin charge.
Element x y z (Å)
H1 1.92 -2.07 0.58  0.07
N1 1.19 -1.37 0.50  0.10
C1 1.29 -0.57 -0.46  -0.18
O1 1.19 0.94 -0.13  -0.23
N2 0.58 1.19 1.13  0.03
H2 1.92 -0.61 -1.35  0.14
H3 0.51 0.26 1.58  0.06
H4 1.28 1.73 1.65  0.09
C2 -1.99 -0.10 -0.50  -0.17
O2 -0.81 0.10 -1.26  -0.22
H5 -1.78 -0.78 0.33  0.07
H6 -2.33 0.86 -0.08  0.07
H7 -2.79 -0.44 -1.16  0.07
H8 -0.17 0.87 -0.82  0.09

Summary:
Gap between HOMO and LUMO   10.5 eV
LUMO energy   0.92 eV
Structure (SMILES)   [H]/N=C/ON.CO

x | A 2-piece molecular cluster, C2H8N2O2 overall. Source: the Open Molecules 2025 dataset; level of theory: ωB97M-V/def2-TZVPD.

Each line ends with the Löwdin charge.
Element x y z (Å)
N1 -0.01 -1.93 0.16  0.08
C1 1.22 -2.39 0.50  -0.46
O1 2.27 -2.24 -0.05  0.03
H1 -0.21 -1.70 -0.75  0.04
H2 -0.23 -1.16 0.90  0.13
H3 1.23 -2.92 1.54  0.14
N2 0.47 1.26 0.03  0.04
C2 -0.78 1.53 -0.72  -0.30
O2 -1.72 2.40 -0.06  -0.06
H4 1.39 1.36 -0.40  0.09
H5 0.40 1.34 0.94  -0.01
H6 -1.19 0.59 -0.94  0.06
H7 -0.59 1.97 -1.71  0.12
H8 -2.25 1.89 0.58  0.09

Summary:
Gap between HOMO and LUMO   9.9 eV
LUMO energy   0.57 eV
Structure (SMILES)   NC=O.NCO

Tell me which of them is the most stable. Sure, it is x.

w | C2H8N2O2 as an isolated structure. Source: the Open Molecules 2025 dataset; level of theory: ωB97M-V/def2-TZVPD.

Each line ends with the Löwdin charge.
Element x y z (Å)
C1 1.70 -1.01 0.28  -0.16
C2 -1.48 -0.98 0.15  -0.14
N1 1.38 0.38 0.44  -0.17
N2 -2.14 0.81 -0.06  0.09
O1 0.90 1.03 -0.74  -0.11
O2 -1.24 -1.40 -0.92  -0.05
H1 0.89 -1.72 -0.20  0.07
H2 2.66 -1.12 -0.23  0.07
H3 1.78 -1.57 1.26  0.10
H4 0.72 0.52 1.19  0.09
H5 -2.32 1.20 0.75  0.02
H6 -2.88 0.83 -0.67  0.05
H7 -1.35 1.17 -0.52  0.03
H8 1.37 1.88 -0.72  0.10

Summary:
Gap between HOMO and LUMO   9.5 eV
LUMO energy   0.82 eV

x | C2H8N2O2 as an isolated structure. Source: the Open Molecules 2025 dataset; level of theory: ωB97M-V/def2-TZVPD.

Each line ends with the Löwdin charge.
Element x y z (Å)
C1 0.66 -0.88 0.11  -0.18
C2 0.31 1.54 -1.22  -0.23
N1 0.02 -0.11 1.09  0.05
N2 -1.22 0.16 0.88  0.11
O1 1.15 0.87 -0.33  -0.26
O2 -0.07 -2.29 0.97  -0.22
H1 0.54 -2.55 1.67  0.01
H2 -1.73 0.56 1.66  0.14
H3 -1.75 -0.31 0.15  0.14
H4 1.69 -1.12 0.28  0.12
H5 0.19 -1.12 -0.84  0.12
H6 -0.63 1.88 -0.74  0.06
H7 0.81 2.44 -1.59  0.08
H8 0.03 0.93 -2.09  0.07

Summary:
Gap between HOMO and LUMO (alpha / beta)   8.6 / 8.6 eV
LUMO energy (alpha / beta)   -0.16 / -0.16 eV

y | The molecule C2H8N2O2. Source: the Open Molecules 2025 dataset; level of theory: ωB97M-V/def2-TZVPD.

Each line ends with the Löwdin charge.
Element x y z (Å)
C1 -0.10 -1.74 1.28  -0.13
O1 0.38 -0.41 1.40  -0.19
N1 -0.56 0.60 0.71  0.00
N2 0.33 1.25 -0.17  -0.20
C2 0.65 0.45 -1.36  -0.09
O2 -0.66 2.31 -0.69  -0.07
H1 -1.15 -1.82 1.56  0.08
H2 0.04 -2.11 0.25  0.07
H3 0.49 -2.37 1.95  0.09
H4 -1.25 0.03 0.21  0.10
H5 1.37 -0.33 -1.10  0.08
H6 1.11 1.11 -2.11  0.09
H7 -0.24 -0.01 -1.81  0.08
H8 -0.40 3.05 -0.11  0.09

Summary:
Gap between HOMO and LUMO   10.2 eV
LUMO energy   0.96 eV
Structure (SMILES)   CONN(C)O

z | The molecule C2H8N2O2. Source: the Open Molecules 2025 dataset; level of theory: ωB97M-V/def2-TZVPD.

Each line ends with the Löwdin charge.
Element x y z (Å)
C1 -1.61 -0.27 0.39  -0.13
N1 -0.87 0.36 -0.69  -0.06
C2 0.51 0.69 -0.53  -0.50
N2 0.78 1.18 0.78  0.09
O1 1.38 -0.37 -0.95  -0.11
O2 1.19 -1.54 -0.03  -0.04
H1 -1.60 0.39 1.25  0.07
H2 -1.21 -1.25 0.67  0.07
H3 -2.64 -0.39 0.07  0.08
H4 -1.01 -0.12 -1.57  0.12
H5 0.77 1.45 -1.28  0.15
H6 0.70 0.43 1.46  0.07
H7 1.73 1.54 0.83  0.09
H8 1.89 -2.10 -0.38  0.09

Summary:
Gap between HOMO and LUMO   9.7 eV
LUMO energy   0.81 eV
Structure (SMILES)   CN[C@@H](N)OO

Tell me which of them is the most stable. Sure, it is z.

w | The molecule C12H16N2O5. Source: the Open Molecules 2025 dataset; level of theory: ωB97M-V/def2-TZVPD.

Each line ends with the Löwdin charge.
Element x y z (Å)
N1 4.65 -0.30 -1.67  -0.04
C1 3.67 0.59 -1.18  -0.35
C2 2.97 1.23 -2.48  -0.19
O1 3.93 1.84 -3.41  -0.08
C3 2.50 -0.06 -0.34  -0.38
O2 2.11 -1.20 -0.69  0.00
N2 1.67 0.73 0.39  0.12
C4 0.33 0.42 1.00  -0.14
C5 -0.72 0.38 -0.18  -0.08
C6 -2.12 -0.09 0.31  -0.24
C7 -3.16 0.92 0.55  -0.05
C8 -4.42 0.62 0.95  -0.06
C9 -4.65 -0.65 1.52  -0.31
O3 -5.78 -1.05 2.23  0.00
C10 -3.60 -1.59 1.49  0.03
C11 -2.36 -1.30 0.77  -0.05
C12 0.31 -0.84 1.97  -0.50
O4 0.09 -0.57 3.07  0.16
O5 0.53 -2.06 1.41  0.09
H1 4.20 -0.96 -2.49  0.15
H2 5.13 -1.09 -0.91  0.19
H3 4.17 1.38 -0.55  0.15
H4 2.19 1.93 -2.25  0.10
H5 2.39 0.35 -2.90  0.13
H6 4.60 1.10 -3.32  0.08
H7 2.04 1.59 0.69  0.12
H8 0.18 1.24 1.69  0.15
H9 -0.41 -0.20 -1.12  0.14
H10 -0.96 1.46 -0.62  0.14
H11 -3.09 2.00 0.19  0.13
H12 -5.32 1.30 0.82  0.13
H13 -6.52 -0.36 2.07  0.14
H14 -3.81 -2.54 1.90  0.10
H15 -1.77 -2.22 0.56  0.13
H16 1.02 -1.96 0.56  0.08

Summary:
Gap between HOMO and LUMO   9.0 eV
LUMO energy   0.42 eV
Structure (SMILES)   N[C@@H](CO)C(=O)N[C@@H](Cc1ccc(O)cc1)C(=O)O

x | The molecule C12H16N2O5. Source: the Open Molecules 2025 dataset; level of theory: ωB97M-V/def2-TZVPD.

Each line ends with the Löwdin charge.
Element x y z (Å)
N1 1.72 -2.92 -0.80  0.03
C1 2.37 -2.04 0.12  -0.35
C2 3.63 -1.55 -0.48  -0.25
O1 4.30 -0.61 0.32  -0.02
C3 1.67 -0.74 0.44  -0.42
O2 1.70 -0.08 1.45  0.10
N2 1.15 -0.06 -0.66  0.11
C4 0.57 1.20 -0.49  -0.27
C5 -0.59 1.27 0.45  -0.12
C6 -1.86 0.59 0.08  -0.22
C7 -1.97 -0.77 0.49  -0.02
C8 -3.20 -1.43 0.40  -0.01
C9 -4.34 -0.69 0.07  -0.30
O3 -5.63 -1.15 0.06  0.02
C10 -4.22 0.67 -0.36  -0.02
C11 -2.96 1.23 -0.50  -0.04
C12 1.54 2.28 -0.13  -0.39
O4 1.10 3.42 -0.12  0.11
O5 2.89 1.95 -0.03  0.15
H1 1.76 -2.53 -1.79  0.10
H2 0.69 -3.18 -0.56  0.13
H3 2.57 -2.69 1.05  0.19
H4 3.45 -1.13 -1.48  0.13
H5 4.40 -2.32 -0.70  0.14
H6 3.83 -0.52 1.14  0.07
H7 0.83 -0.52 -1.49  0.14
H8 0.17 1.53 -1.53  0.21
H9 -0.12 1.04 1.34  0.10
H10 -0.92 2.32 0.51  0.13
H11 -1.10 -1.18 0.94  0.09
H12 -3.25 -2.51 0.57  0.12
H13 -6.32 -0.44 0.02  0.13
H14 -5.07 1.14 -0.86  0.11
H15 -2.71 2.30 -0.71  0.13
H16 2.97 1.10 -0.27  -0.02

Summary:
Gap between HOMO and LUMO   8.9 eV
LUMO energy   0.30 eV
Structure (SMILES)   N[C@@H](CO)C(=O)N[C@@H](Cc1ccc(O)cc1)C(=O)O

y | The molecule C12H16N2O5. Source: the Open Molecules 2025 dataset; level of theory: ωB97M-V/def2-TZVPD.

Each line ends with the Löwdin charge.
Element x y z (Å)
N1 -1.27 0.67 1.37  0.08
C1 -1.03 1.77 0.51  -0.30
C2 0.41 2.23 0.37  -0.12
C3 1.52 1.22 0.20  -0.19
C4 2.26 0.88 1.34  -0.04
C5 3.16 -0.20 1.25  0.00
C6 3.49 -0.76 0.01  -0.38
O1 4.41 -1.71 0.04  0.07
C7 2.80 -0.41 -1.13  -0.04
C8 1.84 0.59 -1.06  -0.02
C9 -1.52 1.48 -0.90  -0.48
O2 -1.45 2.40 -1.60  0.12
N2 -2.24 0.36 -1.22  0.14
C10 -2.33 -1.05 -0.79  -0.16
C11 -1.08 -2.01 -0.68  -0.19
O3 0.20 -1.57 -0.93  -0.04
C12 -3.31 -1.28 0.48  -0.44
O4 -3.57 -2.36 0.81  0.18
O5 -3.67 -0.09 1.15  0.07
H1 -1.54 -0.16 0.72  0.10
H2 -0.52 0.65 2.10  0.13
H3 -1.50 2.67 0.83  0.15
H4 0.36 3.03 -0.37  0.13
H5 0.70 2.87 1.17  0.11
H6 2.14 1.27 2.29  0.09
H7 3.68 -0.55 2.16  0.12
H8 4.08 -2.30 -0.65  0.11
H9 3.03 -0.90 -2.03  0.11
H10 1.11 0.68 -1.85  0.12
H11 -2.71 0.56 -2.06  0.13
H12 -3.02 -1.42 -1.56  0.15
H13 -1.32 -2.76 -1.49  0.14
H14 -1.00 -2.50 0.27  0.12
H15 0.74 -1.52 -0.17  0.07
H16 -2.85 0.20 1.42  -0.04

Summary:
Gap between HOMO and LUMO   9.1 eV
LUMO energy   0.34 eV
Structure (SMILES)   N[C@@H](Cc1ccc(O)cc1)C(=O)N[C@@H](CO)C(=O)O

Tell me which of them is the most stable. Sure, it is x.

w | A 2-piece molecular cluster, C2H7S2 overall. Source: the Open Molecules 2025 dataset; level of theory: ωB97M-V/def2-TZVPD.

Each line ends with the Löwdin charge.
Element x y z (Å)
C1 -0.21 -0.36 -1.15  -0.57
S1 -2.02 0.04 -1.56  0.50
H1 0.10 -0.49 -2.22  0.00
H2 0.32 0.49 -0.72  -0.07
H3 -0.10 -1.37 -0.65  0.04
H4 -2.24 0.62 -0.32  -0.15
C2 2.28 -0.56 0.95  -0.66
S2 0.87 0.49 1.71  -0.02
H5 2.46 -1.44 1.62  -0.02
H6 2.15 -0.81 -0.11  -0.03
H7 3.23 0.03 1.22  -0.01

Summary:
Gap between HOMO and LUMO   5.7 eV
LUMO energy   3.35 eV
Total charge   -1

x | A 2-piece molecular cluster, C2H7S2 overall. Source: the Open Molecules 2025 dataset; level of theory: ωB97M-V/def2-TZVPD.

Each line ends with the Löwdin charge.
Element x y z (Å)
C1 0.24 -1.05 -1.01  -0.31
C2 0.64 -0.82 0.47  -0.61
S1 2.04 0.41 0.41  0.60
H1 1.01 -1.50 -1.60  0.04
H2 -0.08 -0.09 -1.45  0.01
H3 -0.70 -1.64 -1.08  0.04
H4 -0.21 -0.28 0.94  -0.03
H5 0.92 -1.76 0.95  0.05
H6 2.01 0.90 1.65  -0.19
S2 -2.33 0.52 -0.13  -0.13
H7 -3.56 0.76 -0.59  -0.47

Summary:
Gap between HOMO and LUMO   6.0 eV
LUMO energy   3.31 eV
Total charge   -1

Tell me which of them is the most stable. Sure, it is x.

w | C3H10NO3 as an isolated structure. Source: the Open Molecules 2025 dataset; level of theory: ωB97M-V/def2-TZVPD.

Each line ends with the Löwdin charge.
Element x y z (Å)
C1 0.28 0.42 1.25  -0.31
O1 -1.02 0.91 1.35  -0.13
C2 0.84 0.47 -0.18  -0.32
C3 0.19 -0.57 -1.12  -0.31
O2 -1.03 -0.20 -1.67  -0.13
N1 2.42 -0.22 -0.05  0.00
H1 0.91 0.98 1.93  0.09
H2 0.30 -0.64 1.57  0.12
H3 0.61 1.47 -0.57  0.15
H4 0.12 -1.54 -0.58  0.13
H5 0.91 -0.71 -1.93  0.10
H6 -1.74 -0.37 -0.96  -0.04
H7 1.99 0.55 -0.80  0.05
H8 2.87 0.30 0.69  0.00
H9 -3.42 -0.34 -0.03  -0.05
H10 -1.68 0.24 0.93  0.01
O3 -2.57 -0.75 0.15  -0.37

Summary:
Gap between HOMO and LUMO   8.7 eV
LUMO energy   4.10 eV
Total charge   -1

x | A 2-piece molecular cluster, C3H10NO3 overall. Source: the Open Molecules 2025 dataset; level of theory: ωB97M-V/def2-TZVPD.

Each line ends with the Löwdin charge.
Element x y z (Å)
C1 -1.11 1.18 0.28  -0.50
O1 -0.92 1.61 1.53  -0.35
C2 -0.29 -0.13 -0.04  -0.37
C3 -0.23 -0.45 -1.54  -0.25
O2 -1.36 0.02 -2.28  -0.10
N1 1.06 0.14 0.47  0.01
H1 -0.74 1.93 -0.48  0.10
H2 -2.23 1.03 0.09  0.09
H3 -0.79 -1.01 0.40  0.13
H4 0.61 0.12 -1.99  0.11
H5 0.05 -1.46 -1.84  0.10
H6 -2.11 0.03 -1.68  0.05
H7 1.55 0.60 -0.26  0.07
H8 0.93 0.67 1.34  0.08
H9 1.89 -2.76 1.49  0.00
H10 1.75 -1.29 1.16  -0.01
O3 2.42 -1.96 1.54  -0.15

Summary:
Gap between HOMO and LUMO   6.7 eV
LUMO energy   3.81 eV
Total charge   -1

Tell me which of them is the most stable. Sure, it is x.

w | A 2-piece molecular cluster, C4H10NO2S overall. Source: the Open Molecules 2025 dataset; level of theory: ωB97M-V/def2-TZVPD.

Each line ends with the Löwdin charge.
Element x y z (Å)
O1 -0.25 -2.70 1.95  -0.06
C1 -0.20 -1.58 1.43  -0.39
N1 0.03 -1.40 0.10  0.01
C2 -0.39 -0.22 -0.80  -0.48
C3 -0.66 0.94 0.24  -0.67
S1 -0.45 2.51 -0.78  0.08
C4 -1.47 -0.67 -1.67  -0.10
H1 -0.43 -0.69 2.06  0.13
H2 0.41 -2.24 -0.49  0.18
H3 0.53 0.11 -1.35  0.09
H4 0.10 0.92 0.95  -0.01
H5 -1.63 0.92 0.59  0.01
H6 -1.77 -1.64 -1.30  0.07
H7 -2.28 0.11 -1.67  0.08
H8 -1.17 -0.67 -2.76  0.09
H9 2.31 0.03 0.58  0.02
H10 3.31 1.11 0.06  0.03
O2 3.26 0.28 0.55  -0.09

Summary:
Gap between HOMO and LUMO   6.6 eV
LUMO energy   3.66 eV
Total charge   -1

x | A 2-piece molecular cluster, C4H10NO2S overall. Source: the Open Molecules 2025 dataset; level of theory: ωB97M-V/def2-TZVPD.

Each line ends with the Löwdin charge.
Element x y z (Å)
C1 1.50 -1.50 -1.28  -0.19
N1 0.92 -0.17 -1.16  -0.13
C2 -0.10 0.20 -0.05  -0.44
C3 0.37 0.18 1.41  -0.63
S1 -0.66 -1.12 2.08  0.37
C4 -1.40 -0.50 -0.23  -0.38
O1 -2.39 0.29 -0.24  -0.10
H1 1.60 -2.07 -0.28  0.07
H2 2.38 -1.59 -1.99  0.07
H3 0.49 -2.01 -1.66  0.10
H4 1.74 0.45 -0.81  0.12
H5 -0.41 1.21 -0.43  0.11
H6 0.39 1.15 1.98  0.07
H7 1.25 -0.37 1.50  -0.02
H8 -1.52 -1.46 -0.54  0.05
H9 -1.44 3.14 0.26  0.02
H10 -1.66 1.72 0.67  0.00
O2 -1.05 2.46 0.77  -0.08

Summary:
Gap between HOMO and LUMO   6.7 eV
LUMO energy   3.79 eV
Total charge   -1

Tell me which of them is the most stable. Sure, it is w.